(1)
The following is a quantum chemistry calculation of a molecular structure, C15H15AuBBrF2N3OS, from the OMol25 dataset.

Its multiplicity is 3. The value obtained for the HOMO energy (spin up / spin down) is -10.57 / -11.78 eV. The HOMO-LUMO gap (spin up / spin down) is 8.09 / 7.71 eV. Its total charge is +1.

Each line ends with the Löwdin spin population.
CARTESIAN COORDINATES (ANGSTROEM)
Au: -0.4829 0.4531 0.2245  0.4730
N: -3.4590 -2.4536 1.1765  0.0018
C: -2.5557 -1.4839 1.0571  0.0115
O: -1.9697 -1.2904 -0.0276  0.1366
C: -2.2772 -0.5904 2.2416  0.0389
C: -0.8520 -0.0469 2.2000  0.1758
H: -3.6658 -3.0464 0.3890  0.0003
H: -3.9123 -2.6284 2.0562  0.0010
H: -2.4912 -1.1176 3.1766  0.0084
H: -3.0078 0.2220 2.1731  0.0015
H: -0.1232 -0.8095 2.4766  0.0122
H: -0.7222 0.8213 2.8422  0.0125
F: 2.4399 -1.3242 -1.2540  0.0008
B: 2.4074 -2.1210 -0.2033  0.0032
F: 2.1284 -3.3907 -0.3539  0.0005
Br: 2.7710 -1.3920 1.5482  0.0294
C: 2.2478 1.9939 0.5982  0.6879
C: 3.2158 2.9576 0.7727  0.0961
C: 2.8112 4.2488 0.4813  0.0270
C: 1.5039 4.4889 0.0541  -0.0141
C: 0.6329 3.4326 -0.0691  0.0406
N: 1.0185 2.1616 0.2107  0.2257
H: 4.2148 2.7161 1.1043  0.0074
H: 3.5088 5.0708 0.5823  0.0061
H: 1.1683 5.4885 -0.1808  0.0006
H: -0.3885 3.5604 -0.4039  0.0027
S: -2.2893 1.9557 -3.9171  0.0018
C: -2.0824 1.1899 -2.4030  0.0016
N: -0.8595 1.0065 -2.0101  0.0071
C: 0.0380 1.4899 -2.9739  0.0002
C: 1.4315 1.4095 -2.8913  0.0001
C: 2.1733 1.9258 -3.9282  -0.0001
C: 1.5498 2.5129 -5.0453  0.0001
C: 0.1789 2.5799 -5.1416  -0.0001
C: -0.5739 2.0554 -4.0851  0.0001
H: -2.9358 0.8727 -1.8187  0.0006
H: 1.9054 0.9353 -2.0435  0.0011
H: 3.2533 1.8685 -3.8926  0.0000
H: 2.1599 2.9073 -5.8472  0.0000
H: -0.2965 3.0172 -6.0092  0.0000

=====

(2)
The following is a quantum chemistry calculation of a molecular structure, C15H15BBeBrCaCl3F11LiNO11, from the OMol25 dataset.

The value obtained for the HOMO energy is -7.52 eV. The HOMO-LUMO gap is 0.67 eV. Its total charge is +1.

Each line ends with the natural charge from an NBO analysis.
CARTESIAN COORDINATES (ANGSTROEM)
O: 6.6140 1.8547 4.1300  -0.4213
C: 5.4774 1.8374 3.4201  0.4531
C: 5.2335 0.7679 2.1573  -0.2550
C: 4.5833 1.2790 0.8845  -0.2455
C: 4.1534 2.8946 0.9391  0.5154
O: 4.3442 3.7039 -0.1059  -0.4445
C: 3.5305 3.3950 2.4083  -0.2450
C: 2.2347 4.3984 2.4596  0.4277
O: 2.2175 5.3957 1.5313  -0.4005
C: 0.9984 4.3544 3.5332  0.5890
F: -0.0563 5.2936 2.9965  -0.3247
F: 1.3521 4.9276 4.8858  -0.2802
C: 0.2801 2.8950 3.7183  0.5974
F: -0.4146 2.9402 5.0592  -0.3073
F: 1.2019 1.7382 3.7774  -0.3229
C: -0.8806 2.5397 2.6173  0.5910
F: -1.2163 1.0815 2.8273  -0.4314
F: -2.1801 3.2623 2.8881  -0.2834
C: -0.4202 2.6683 1.0496  0.6811
O: 0.4179 1.7258 0.5694  -0.4758
O: -0.8960 3.7137 0.0959  -0.6405
C: 4.2034 2.8916 3.6721  0.3839
F: 3.7867 3.2857 5.0407  -0.3634
H: 5.5606 -0.3707 2.2308  0.2812
H: 4.3645 0.5910 -0.0507  0.2784
H: -0.6688 4.5908 0.5242  0.5257
Li: -0.8801 -0.4173 3.9829  0.9891
O: -1.2460 -2.6669 1.4398  -0.9568
H: -1.0178 -2.0399 0.7372  0.4621
H: -2.1766 -2.8784 1.2716  0.4956
N: -4.1801 -3.6084 -1.0405  0.6186
O: -5.4221 -3.5961 -1.0164  -0.3920
O: -3.5388 -3.6573 0.0222  -0.4262
O: -3.5796 -3.5718 -2.1271  -0.6753
Be: 5.4779 4.8497 5.3000  0.1203
C: 6.3753 3.5944 8.8978  -0.2646
O: 6.2856 2.8695 10.0027  -0.4782
H: 5.7378 4.4922 8.8289  0.2018
H: 7.3615 4.0251 8.6544  0.1476
H: 6.1294 3.0958 7.9447  0.1315
C: -2.6563 -5.4499 -5.2462  -0.3152
Cl: -0.8850 -5.4518 -5.2879  0.0576
Cl: -3.3088 -4.4719 -6.5717  0.0440
Cl: -3.2822 -7.1055 -5.3279  0.3166
H: -2.9780 -5.0064 -4.3004  0.2483
B: -8.6221 -3.7304 -0.6801  1.3720
F: -7.8593 -4.4892 0.2977  -0.5869
F: -10.0297 -4.0773 -0.5718  -0.5744
F: -8.4527 -2.3085 -0.4294  -0.6014
F: -8.1465 -4.0468 -2.0170  -0.6023
Ca: -4.5297 -1.8281 -2.4678  1.8673
C: -0.5191 -2.3787 -9.3025  -0.6352
C: -0.3986 -1.6109 -8.0025  -0.0623
O: -1.5794 -1.7747 -7.2311  -0.7431
H: -1.3833 -2.0292 -9.8771  0.2178
H: 0.3816 -2.2589 -9.9112  0.2232
H: -0.6752 -3.4451 -9.1096  0.1971
H: -0.2648 -0.5431 -8.1995  0.1828
H: 0.4557 -1.9633 -7.4164  0.1546
H: -1.6845 -2.7254 -7.0544  0.4588
Br: -2.7297 -7.4510 -7.4510  -0.0755

=====

(3)
The following is a quantum chemistry calculation of 4 unconnected molecules or ions with the total composition C15H15BrF3N5O10, from the OMol25 dataset.

The value obtained for the HOMO energy is -10.12 eV. The HOMO-LUMO gap is 8.62 eV. Its total charge is 0.

Each line ends with the natural charge from an NBO analysis.
CARTESIAN COORDINATES (ANGSTROEM)
O: -4.4463 4.7919 0.6154  -0.5140
C: -4.2689 4.5256 -0.7007  0.8795
N: -4.0843 4.2820 -2.0398  -0.5210
C: -4.4821 2.8211 -2.3659  0.4142
N: -3.4068 1.8824 -2.2363  -0.1608
N: -3.7533 0.6449 -2.4695  -0.1619
C: -5.1252 0.4873 -2.8446  0.3243
C: -5.5674 -1.1021 -3.1541  -0.4615
C: -5.0786 -1.6200 -4.6321  -0.4292
C: -3.4514 -1.6783 -4.8416  -0.4645
Br: -2.4310 -2.3852 -3.2624  0.0006
N: -6.1999 1.4231 -2.9760  -0.1675
N: -5.8556 2.6612 -2.7419  -0.1612
H: -5.1532 -1.7840 -2.2891  0.2554
H: -6.7485 -1.2186 -3.1206  0.2455
H: -5.5105 -0.9829 -5.5355  0.2306
H: -5.4667 -2.7428 -4.7487  0.2274
H: -3.0853 -0.6295 -5.2307  0.2273
H: -3.2497 -2.4481 -5.7314  0.2374
C: -2.3137 2.9090 1.9770  -0.1318
C: -2.1377 2.3496 3.3473  0.4412
O: -1.4094 1.1629 3.1277  -0.4755
C: -0.6753 1.4001 2.0046  0.9675
O: 0.2768 0.7232 1.6537  -0.5827
O: -1.1313 2.4947 1.3225  -0.4726
F: -3.3312 2.0223 3.8916  -0.3222
H: -3.1820 2.4906 1.4569  0.2022
H: -2.3986 3.9990 1.9805  0.2186
H: -1.5824 3.0013 4.0303  0.1560
C: 3.5054 -0.1300 0.9672  -0.1493
C: 4.1807 1.0956 1.4805  0.4445
O: 5.4959 0.9784 0.9872  -0.4890
C: 5.3784 0.2695 -0.1705  0.9563
O: 6.2495 0.1993 -1.0215  -0.5737
O: 4.1612 -0.3477 -0.2659  -0.4716
F: 4.2305 1.0888 2.8315  -0.3273
H: 3.6549 -0.9994 1.6162  0.2159
H: 2.4321 0.0172 0.8198  0.2377
H: 3.7375 2.0332 1.1283  0.1532
C: 6.6138 -2.6842 3.2918  -0.1319
C: 6.9870 -3.7930 2.3683  0.4386
O: 5.7909 -4.5264 2.2336  -0.4760
C: 4.7940 -3.6134 2.4047  0.9577
O: 3.6304 -3.8039 2.0924  -0.5605
O: 5.2587 -2.4538 2.9623  -0.4826
F: 7.9180 -4.5961 2.9306  -0.3233
H: 6.6874 -2.9686 4.3469  0.2047
H: 7.2153 -1.7860 3.1278  0.2143
H: 7.3280 -3.4603 1.3822  0.1610

=====

(4)
The following is a quantum chemistry calculation of 2 unconnected molecules or ions with the total composition C15H15BrFNO2, from the OMol25 dataset.

The value obtained for the HOMO energy is -6.14 eV. The HOMO-LUMO gap is 5.39 eV. Its total charge is 0.

Each line ends with the natural charge from an NBO analysis.
CARTESIAN COORDINATES (ANGSTROEM)
C: -3.5356 2.7047 0.5595  -0.6256
C: -2.4202 1.8442 1.0963  -0.0658
O: -1.2795 2.0728 0.2476  -0.5360
C: -0.1291 1.5067 0.7227  0.7369
C: 0.8866 1.5339 -0.2987  -0.2828
C: 2.2496 1.3563 -0.0285  -0.0931
C: 2.7246 0.6441 1.1201  -0.1428
C: 4.0565 0.2749 1.2318  -0.2605
C: 4.9791 0.6461 0.2364  -0.1129
Br: 6.7636 0.0406 0.3324  0.0445
C: 4.5693 1.4576 -0.8407  -0.2464
C: 3.2347 1.8118 -0.9694  -0.1842
O: -0.0702 1.0143 1.8468  -0.6831
H: -4.4912 2.3530 0.9516  0.2043
H: -3.3962 3.7377 0.8944  0.2126
H: -3.5675 2.6951 -0.5341  0.2126
H: -2.1805 2.1209 2.1306  0.2021
H: -2.6816 0.7773 1.0581  0.1530
H: 0.6007 1.9760 -1.2409  0.2156
H: 1.9959 0.3737 1.8809  0.2462
H: 4.3914 -0.3088 2.0851  0.2209
H: 5.3039 1.7896 -1.5705  0.2226
H: 2.9005 2.4432 -1.7967  0.2098
F: -0.4102 -0.3961 -0.5260  -0.3013
N: -1.1593 -1.7914 -0.6738  -0.0520
C: -0.3923 -2.8711 -0.7758  0.0577
C: -1.0130 -4.1114 -0.8855  -0.2275
C: -2.4072 -4.1741 -0.8696  -0.1450
C: -3.1587 -2.9999 -0.7505  -0.2274
C: -2.4881 -1.7823 -0.6508  0.0547
H: 0.6850 -2.7454 -0.7692  0.2437
H: -0.4017 -5.0090 -0.9797  0.2389
H: -2.9141 -5.1373 -0.9479  0.2346
H: -4.2449 -3.0162 -0.7331  0.2375
H: -3.0004 -0.8315 -0.5531  0.2382

=====

(5)
The following is a quantum chemistry calculation of a single C15H15ClN2O molecule, from the OMol25 dataset.

The value obtained for the HOMO energy is -8.12 eV. The HOMO-LUMO gap is 7.56 eV. Its total charge is 0.

Each line ends with the natural charge from an NBO analysis.
CARTESIAN COORDINATES (ANGSTROEM)
O: -1.1089 -1.3344 -2.8422  -0.5171
Cl: 1.0068 -4.9944 4.8654  0.0080
N: -0.9412 -1.6761 -0.8161  -0.5011
C: -1.3384 -0.7945 -1.8024  0.6431
C: -0.4457 -1.2512 0.3748  0.2694
C: -0.0057 0.1460 0.4051  -0.3930
C: -0.3422 1.0683 -0.5097  0.3196
C: -0.1074 -4.4719 2.4968  -0.2314
C: 0.8904 -2.6174 3.6413  -0.2330
C: -0.5776 -3.5864 1.4137  -0.1549
C: 0.5215 -1.7698 2.6033  -0.1715
C: 0.5656 -3.9598 3.5513  -0.0465
C: -0.2793 -2.2169 1.4704  -0.0316
N: 0.1676 2.3984 -0.3886  -0.4293
C: 1.5973 2.6703 -0.0594  -0.4127
C: -1.1769 0.7076 -1.6605  -0.3830
C: -0.4953 3.3480 -1.2868  -0.2169
C: -0.4963 1.4230 -2.9452  -0.3692
C: -0.4689 2.9444 -2.7850  -0.4268
H: 0.4967 0.5798 1.2112  0.2092
H: -0.1481 -5.6457 2.4989  0.2425
H: 1.5734 -2.1991 4.4538  0.2344
H: -0.9814 -4.0204 0.5008  0.2493
H: 0.8579 -0.8115 2.6732  0.2042
H: 2.1022 3.2800 -0.8074  0.1981
H: 1.5232 3.2686 0.8401  0.2038
H: 2.2082 1.7677 0.0380  0.2209
H: -2.1179 1.1673 -1.5559  0.2404
H: 0.0857 4.2165 -1.1697  0.2053
H: -1.4817 3.5552 -0.9580  0.1973
H: -0.8294 1.0852 -3.9506  0.2480
H: 0.5643 1.0809 -2.8678  0.1996
H: 0.4922 3.2350 -3.2558  0.2102
H: -1.3109 3.4072 -3.3769  0.2147

=====

(6)
The following is a quantum chemistry calculation of a gas-phase ion, C15H15F2O (charge +1), from the OMol25 dataset.

The value obtained for the HOMO energy is -12.69 eV. The HOMO-LUMO gap is 9.68 eV. Its total charge is +1.

Each line ends with the natural charge from an NBO analysis.
CARTESIAN COORDINATES (ANGSTROEM)
F: -2.9196 2.7641 1.0753  -0.3086
C: -2.7281 1.4231 1.2991  0.4354
C: -3.8384 0.5906 1.2846  -0.2506
C: -3.6078 -0.7610 1.5768  -0.1609
C: -2.3429 -1.2318 1.9321  -0.2582
C: -1.2362 -0.3608 1.9625  -0.0428
C: 0.1186 -0.8363 2.5346  0.0879
C: 1.4553 -0.2565 2.0429  -0.0479
C: 2.5554 -1.0634 1.7101  -0.2359
C: 3.7823 -0.5026 1.3621  -0.1683
C: 3.9371 0.8770 1.2347  -0.2545
C: 2.8361 1.6607 1.5622  0.4309
F: 2.9272 3.0151 1.3685  -0.3108
C: 1.6497 1.1326 2.0577  -0.2897
C: -1.4380 0.9647 1.5465  -0.2768
H: -4.8331 0.9649 1.0735  0.2576
H: -4.4304 -1.4696 1.5310  0.2374
H: -2.2598 -2.2877 2.2144  0.1894
H: 0.0947 -0.5969 3.6162  0.2262
H: 2.4874 -2.1459 1.7642  0.1983
H: 4.6250 -1.1644 1.1823  0.2350
H: 4.8788 1.3211 0.9224  0.2559
H: 0.8830 1.7870 2.4588  0.2378
H: -0.6107 1.6478 1.4356  0.2473
C: 0.0082 -4.2109 3.8638  -0.6710
C: 0.9543 -3.1976 3.2799  -0.0360
O: 0.1296 -2.2364 2.4223  -0.4974
H: 0.5719 -4.8194 4.5708  0.2691
H: -0.8449 -3.7787 4.4048  0.2433
H: -0.3504 -4.8885 3.0801  0.2318
H: 1.4493 -2.5547 4.0038  0.2341
H: 1.6492 -3.6529 2.5682  0.2231
H: -0.5645 -2.6669 1.8784  0.5688